(1)
The following is a DFT calculation (wB97M-V/def2-TZVPD) of a structure of composition C51H45CdGeN12O4.

Its HOMO energy is -0.3410 hartree. The calculation puts the electronic energy at -140764.0929 eV. The calculation puts the relative energy (zero: lowest compared OMol25 entry of this formula, charge and spin) at 0.000 eV. As for the HOMO-LUMO gap: 7.14 eV. The value obtained for the molecular weight is 1075.0 u. The net charge is +1.

Each line ends with the Mulliken charge.
Atoms and positions in Å:
Cd1 -0.155 -0.087 0.744  3.425
N1 2.237 -3.694 0.113  -0.378
C1 1.164 -2.917 -0.079  0.401
O1 0.701 -2.250 0.851  -0.693
C2 0.564 -2.951 -1.475  -0.941
C3 -0.501 -1.895 -1.739  0.207
H1 2.672 -3.712 1.020  0.277
H2 2.648 -4.224 -0.635  0.199
H3 0.151 -3.958 -1.594  0.541
H4 1.380 -2.862 -2.195  0.439
H5 -0.034 -0.906 -1.753  -0.293
H6 -1.255 -1.925 -0.950  -0.213
C4 -4.518 -0.489 4.479  -1.275
N2 -3.600 -0.781 3.380  0.843
C5 -2.614 -0.042 2.881  -0.196
N3 -2.045 -0.691 1.876  -0.335
C6 -2.757 -1.856 1.804  -0.661
N4 -3.713 -1.943 2.691  -0.973
C7 -5.558 0.564 4.165  1.046
C8 -6.330 1.049 5.217  -0.884
C9 -7.357 1.947 4.980  -0.617
C10 -7.611 2.392 3.691  -0.972
C11 -6.823 1.934 2.644  0.117
C12 -5.802 1.013 2.878  -0.117
C13 -7.075 2.436 1.289  0.390
N5 -8.197 2.713 0.730  -0.555
N6 -7.890 3.188 -0.551  -0.450
C14 -6.610 3.148 -0.655  0.275
O2 -6.014 2.685 0.475  -0.079
C15 -5.773 3.562 -1.783  0.182
C16 -6.359 3.810 -3.020  -1.012
C17 -5.566 4.231 -4.074  -0.811
C18 -4.198 4.393 -3.904  -0.733
C19 -3.608 4.141 -2.673  0.810
C20 -2.119 4.349 -2.492  -1.396
N7 -1.588 3.557 -1.386  0.992
C21 -1.538 2.233 -1.270  -0.572
N8 -1.144 1.910 -0.050  0.297
C22 -0.942 3.123 0.545  -1.114
N9 -1.210 4.147 -0.228  -0.952
C23 -4.403 3.734 -1.610  0.221
H7 -3.937 -0.200 5.353  0.496
H8 -5.000 -1.438 4.699  0.309
H9 -2.348 0.938 3.250  0.517
H10 -2.562 -2.634 1.083  0.572
H11 -6.135 0.710 6.229  0.458
H12 -7.954 2.312 5.805  0.404
H13 -8.409 3.094 3.487  0.516
H14 -5.216 0.648 2.043  0.590
H15 -7.426 3.672 -3.140  0.537
H16 -6.016 4.432 -5.038  0.425
H17 -3.587 4.721 -4.738  0.517
H18 -1.900 5.382 -2.236  0.314
H19 -1.579 4.100 -3.404  0.484
H20 -1.788 1.553 -2.073  0.308
H21 -0.578 3.245 1.555  0.759
H22 -3.969 3.561 -0.632  0.751
C24 -0.482 7.483 4.034  -0.938
O3 -0.080 6.854 2.824  -0.425
C25 1.172 6.337 2.775  0.842
C26 2.047 6.298 3.853  -0.587
C27 3.314 5.745 3.685  -0.553
C28 3.700 5.190 2.480  -0.233
C29 2.828 5.271 1.389  -0.054
C30 1.580 5.841 1.535  -0.436
N10 5.058 4.679 2.425  -0.331
N11 5.364 3.628 1.831  -0.613
C31 4.357 2.742 1.295  -0.168
C32 4.454 2.393 -0.024  -0.442
C33 3.482 1.605 -0.655  -0.807
C34 2.382 1.108 0.026  -0.373
O4 1.461 0.396 -0.573  -0.359
C35 2.321 1.401 1.448  1.341
N12 1.263 0.903 2.174  -1.002
C36 1.208 1.095 3.471  -0.319
C37 2.206 1.775 4.180  -1.009
C38 3.253 2.305 3.485  -0.659
C39 3.325 2.172 2.078  0.225
H23 -1.479 7.872 3.856  0.243
H24 0.188 8.305 4.292  0.382
H25 -0.515 6.769 4.861  0.355
H26 1.771 6.708 4.814  0.449
H27 4.016 5.733 4.512  0.467
H28 3.133 4.902 0.419  0.473
H29 0.901 5.922 0.694  0.484
H30 5.286 2.789 -0.596  0.412
H31 3.564 1.375 -1.710  0.470
H32 0.351 0.678 3.991  0.591
H33 2.138 1.868 5.255  0.449
H34 4.050 2.813 4.013  0.609
Ge1 -1.517 -2.072 -3.425  0.855
C40 -1.003 -0.572 -4.543  0.120
C41 -1.924 0.377 -4.987  0.095
C42 -1.505 1.466 -5.745  -0.609
C43 -0.162 1.623 -6.057  -0.538
C44 0.766 0.685 -5.619  -0.769
C45 0.345 -0.405 -4.870  -0.376
C46 -3.386 -2.002 -2.913  -0.664
C47 -4.230 -3.104 -3.057  -0.542
C48 -5.540 -3.059 -2.589  -0.629
C49 -6.022 -1.910 -1.980  -0.575
C50 -5.194 -0.803 -1.834  -0.864
C51 -3.885 -0.852 -2.292  0.221
H35 -1.166 -3.423 -4.074  -0.255
H36 -2.980 0.257 -4.765  0.448
H37 -2.236 2.180 -6.105  0.479
H38 0.163 2.467 -6.652  0.421
H39 1.813 0.799 -5.871  0.427
H40 1.080 -1.133 -4.541  0.302
H41 -3.867 -4.004 -3.540  0.373
H42 -6.186 -3.920 -2.709  0.399
H43 -7.045 -1.873 -1.623  0.435
H44 -5.573 0.101 -1.376  0.663
H45 -3.250 0.021 -2.167  0.697

(2)
The following is a DFT calculation (wB97M-V/def2-TZVPD) of a structure of composition C51H45N4O6PSn at a distorted geometry.

Its HOMO energy is -0.2799 hartree. The calculation puts the electronic energy at -86984.9247 eV. The calculation puts the relative energy (zero: lowest compared OMol25 entry of this formula, charge and spin) at 0.000 eV. As for the HOMO-LUMO gap: 7.15 eV. The value obtained for the molecular weight is 959.6 u. The net charge is 0.

Each line ends with the Mulliken charge.
Atoms and positions in Å:
Sn1 0.321 -0.479 -0.045  2.133
O1 4.245 -4.416 0.700  -0.682
C1 4.653 -3.500 1.593  0.331
C2 5.976 -3.543 2.031  -0.629
C3 6.433 -2.648 2.976  -0.403
C4 5.589 -1.673 3.489  -0.893
C5 4.297 -1.581 3.020  -0.402
C6 3.809 -2.482 2.073  0.367
C7 2.455 -2.268 1.538  0.816
O2 1.909 -1.142 1.681  -0.605
N1 1.894 -3.312 0.919  -1.769
N2 0.707 -3.032 0.373  0.974
C8 -0.024 -3.981 -0.087  -1.288
C9 -1.311 -3.672 -0.662  1.005
C10 -2.230 -4.697 -0.924  -0.915
C11 -3.486 -4.370 -1.393  -0.586
C12 -3.786 -3.034 -1.618  -1.470
C13 -2.802 -2.091 -1.369  -0.531
N3 -1.604 -2.387 -0.901  0.584
H1 3.273 -4.281 0.572  0.480
H2 6.625 -4.301 1.620  0.451
H3 7.457 -2.706 3.315  0.388
H4 5.945 -0.980 4.236  0.417
H5 3.628 -0.811 3.371  0.447
H6 0.281 -5.025 -0.017  0.305
H7 -1.953 -5.725 -0.742  0.471
H8 -4.217 -5.142 -1.579  0.432
H9 -4.756 -2.733 -1.981  0.552
H10 -2.986 -1.043 -1.563  1.026
O3 -1.304 -1.140 1.769  -0.511
C14 -1.638 -0.123 2.720  3.720
C15 -1.097 1.291 2.248  -0.537
O4 -1.437 2.267 2.880  -0.647
O5 -0.360 1.276 1.218  -0.480
C16 -3.131 0.072 2.764  -0.816
C17 -3.712 0.720 3.849  -0.466
C18 -5.061 1.024 3.835  -0.810
C19 -5.842 0.696 2.740  -0.701
C20 -5.268 0.048 1.659  -0.375
C21 -3.920 -0.264 1.672  -0.456
C22 -1.027 -0.510 4.048  -0.993
C23 0.057 0.163 4.591  -0.309
C24 0.629 -0.279 5.773  -0.958
C25 0.137 -1.403 6.412  -0.492
C26 -0.931 -2.092 5.864  -0.898
C27 -1.509 -1.650 4.688  0.066
H11 -0.747 -1.784 2.224  0.497
H12 -3.101 0.996 4.693  0.520
H13 -5.505 1.526 4.681  0.421
H14 -6.892 0.949 2.726  0.386
H15 -5.870 -0.209 0.799  0.432
H16 -3.471 -0.775 0.832  0.429
H17 0.451 1.035 4.095  0.574
H18 1.464 0.257 6.196  0.473
H19 0.589 -1.748 7.331  0.413
H20 -1.318 -2.974 6.354  0.429
H21 -2.345 -2.187 4.260  0.447
C28 3.987 1.968 -0.304  -1.649
C29 3.986 0.467 -0.577  2.693
C30 5.355 -0.159 -0.320  -1.802
C31 3.485 0.139 -1.995  -0.314
C32 4.401 0.632 -3.141  -0.919
O6 3.591 1.545 -3.867  -0.471
C33 2.368 1.547 -3.288  0.362
N4 2.214 0.791 -2.274  0.349
C34 1.381 2.428 -3.911  -0.020
C35 1.820 3.234 -4.966  -0.811
C36 0.960 4.100 -5.609  -0.653
C37 -0.363 4.184 -5.204  -0.905
C38 -0.809 3.392 -4.165  -0.275
C39 0.042 2.506 -3.511  0.614
P1 -0.685 1.444 -2.195  0.522
C40 -1.493 2.712 -1.175  0.919
C41 -2.624 2.395 -0.430  -0.274
C42 -3.131 3.293 0.489  -0.664
C43 -2.499 4.509 0.690  -0.797
C44 -1.352 4.817 -0.022  -0.709
C45 -0.844 3.921 -0.944  -0.848
C46 -2.022 0.743 -3.245  0.321
C47 -3.307 1.258 -3.370  0.233
C48 -4.228 0.631 -4.192  -0.830
C49 -3.879 -0.509 -4.896  -0.669
C50 -2.602 -1.033 -4.771  -0.649
C51 -1.681 -0.409 -3.950  -0.676
H22 4.418 2.158 0.675  0.487
H23 2.966 2.346 -0.307  0.208
H24 4.562 2.516 -1.049  0.331
H25 3.272 0.008 0.112  -1.462
H26 6.135 0.325 -0.904  0.436
H27 5.348 -1.221 -0.560  0.379
H28 5.610 -0.059 0.731  0.397
H29 3.334 -0.947 -2.055  0.550
H30 4.715 -0.177 -3.808  0.284
H31 5.289 1.161 -2.785  0.373
H32 2.849 3.166 -5.276  0.526
H33 1.317 4.708 -6.427  0.421
H34 -1.046 4.861 -5.697  0.437
H35 -1.843 3.456 -3.851  0.321
H36 -3.098 1.430 -0.555  0.175
H37 -4.002 3.031 1.071  0.371
H38 -2.886 5.203 1.421  0.401
H39 -0.839 5.752 0.155  0.412
H40 0.068 4.151 -1.480  0.419
H41 -3.594 2.143 -2.820  0.394
H42 -5.223 1.043 -4.290  0.458
H43 -4.599 -0.988 -5.545  0.402
H44 -2.329 -1.925 -5.314  0.477
H45 -0.681 -0.813 -3.840  0.357